Computed, not measured: a 17-piece molecular cluster, C25H63BF3N16O36 overall at a distorted geometry, with ωB97M-V/def2-TZVPD.

## Properties
HOMO energy: -4.170 eV
Charge: -1
HOMO-LUMO gap: 5.19 eV

Geometry as XYZ:
```
144
C25H63BF3N16O36 (ωB97M-V/def2-TZVPD)
C -4.0888 1.0821 0.0694
C -2.7330 1.0912 -0.6125
C -1.8352 -0.0946 -0.2033
C -0.7290 -0.3282 -1.2546
C -0.2783 0.8296 -2.1347
O 0.4906 0.3492 -3.2360
C 0.5837 1.8616 -1.3986
F 0.4132 3.1114 -1.9268
F 0.3071 1.9718 -0.0966
F 1.9014 1.6060 -1.4855
O -2.6114 -1.2681 -0.2036
B -2.7209 -1.8257 1.1816
O -2.3754 -0.6225 2.0220
C -1.4125 0.0814 1.3054
C -0.0056 -0.4357 1.7075
C 0.9022 0.6200 2.2207
O 0.5369 1.5862 2.8537
H -4.7140 1.8595 -0.3637
H -4.5923 0.1385 -0.0801
H -4.0031 1.2633 1.1342
H -2.2249 2.0136 -0.3246
H -2.8960 1.0863 -1.6865
H -1.1557 -1.0489 -1.9368
H 0.1679 -0.7777 -0.8398
H -1.0996 1.3636 -2.5912
H 0.9591 -0.4403 -2.9374
H -1.8884 -2.7398 1.3714
H -3.8783 -2.1674 1.4175
H -1.4844 1.1331 1.5733
H 0.5166 -1.0198 0.9614
H -0.1827 -1.1011 2.5512
H 1.9699 0.4963 2.0095
C -1.4983 3.4040 4.2841
N -2.7672 4.0312 3.8366
O -2.9830 4.1067 2.6445
O -3.5183 4.4619 4.6920
H -0.9404 3.0846 3.4149
H -0.9677 4.1624 4.8461
H -1.7463 2.5549 4.9139
C 2.6251 -4.2147 3.0767
N 1.3130 -3.6161 2.7165
O 1.0397 -3.5248 1.5370
O 0.5989 -3.2872 3.6387
H 3.1472 -4.4625 2.1632
H 3.1751 -3.4892 3.6692
H 2.4037 -5.0997 3.6600
C 2.0081 -8.6229 0.8702
N 2.0858 -7.5181 1.8645
O 3.1750 -7.0195 2.0828
O 1.0460 -7.1702 2.3785
H 3.0085 -8.8204 0.5038
H 1.5861 -9.4855 1.3745
H 1.3449 -8.2833 0.0820
C -3.2842 -3.1274 -2.6365
N -3.9174 -1.8051 -2.4077
O -4.8383 -1.7115 -1.6420
O -3.4174 -0.8790 -3.0335
H -3.7156 -3.8641 -1.9729
H -3.4569 -3.3706 -3.6830
H -2.2249 -3.0083 -2.4379
C 1.1026 5.0542 -4.0673
N 0.5569 5.3744 -5.4147
O -0.5861 5.7830 -5.4899
O 1.2938 5.2149 -6.3629
H 0.3333 5.2438 -3.3314
H 1.3927 4.0093 -4.0712
H 1.9687 5.6921 -3.9208
C 0.7597 -4.7674 -2.7478
N 0.6349 -3.5346 -1.9259
O 1.6558 -2.9098 -1.6766
O -0.4716 -3.2266 -1.5637
H 1.8046 -4.9100 -2.9971
H 0.3647 -5.5863 -2.1582
H 0.1551 -4.6123 -3.6365
C -2.7774 7.6295 -6.1871
N -3.9258 8.3307 -6.8274
O -3.8914 8.5014 -8.0294
O -4.8263 8.6954 -6.1014
H -2.0594 7.3749 -6.9535
H -2.3571 8.3102 -5.4540
H -3.1631 6.7426 -5.6963
C -5.3247 5.4695 0.6280
N -5.4951 4.8558 -0.7172
O -6.1000 3.8124 -0.7873
O -4.9995 5.4511 -1.6553
H -5.7980 4.8274 1.3595
H -4.2590 5.5439 0.8144
H -5.7839 6.4529 0.5916
C 4.6660 3.1252 1.3753
N 4.8328 2.1463 2.4857
O 5.8229 2.2315 3.1859
O 3.9491 1.3312 2.6302
H 5.5186 3.7915 1.3802
H 4.5975 2.5546 0.4538
H 3.7417 3.6648 1.5593
C 3.1075 3.0886 5.5063
N 2.5305 4.3724 5.9892
O 2.1672 4.4487 7.1456
O 2.4745 5.2711 5.1780
H 3.1165 2.3791 6.3240
H 2.4849 2.7367 4.6849
H 4.1136 3.3045 5.1584
C 6.2445 -8.5286 1.2744
N 5.9183 -9.0536 -0.0797
O 5.2366 -10.0596 -0.1481
O 6.3425 -8.4354 -1.0284
H 5.7967 -9.1871 2.0077
H 7.3252 -8.5029 1.3693
H 5.8277 -7.5280 1.3370
C -0.6810 -0.7472 -4.8100
N 0.2230 -1.7803 -4.2214
O 1.2894 -1.9747 -4.7697
O -0.1668 -2.3830 -3.2458
H -0.1794 -0.3437 -5.6806
H -1.6079 -1.2488 -5.0678
H -0.8705 0.0083 -4.0547
C 0.3775 -10.9970 -2.5261
N -0.0140 -9.7419 -1.8271
O -0.3861 -9.8222 -0.6723
O 0.0813 -8.7126 -2.4561
H 0.2447 -11.8237 -1.8399
H -0.2619 -11.0912 -3.3979
H 1.4142 -10.8855 -2.8279
C 3.6671 8.3812 3.2003
N 3.7642 7.2295 2.2629
O 4.3300 6.2299 2.6531
O 3.2773 7.3703 1.1616
H 4.1439 8.0966 4.1297
H 4.1718 9.2184 2.7278
H 2.6125 8.5919 3.3417
C -1.6951 -5.8321 1.2284
N -2.3001 -5.5065 -0.0825
O -3.3976 -5.0160 -0.1552
O -1.6198 -5.7557 -1.0689
H -2.3756 -5.5426 2.0196
H -1.4988 -6.9003 1.2224
H -0.7732 -5.2611 1.2867
C -1.8911 7.4807 2.7904
N -0.4866 7.1125 3.1198
O 0.3855 7.9435 2.9621
O -0.3086 5.9871 3.5211
H -1.9027 8.5053 2.4406
H -2.2281 6.7855 2.0272
H -2.4770 7.3523 3.6959
```

Results of the Mulliken charge analysis, in e, for atoms 1 through 99: -1.6403 -1.0837 2.6444 1.1469 -1.0786 -0.6514 0.1885 -0.2989 -0.0817 -0.3488 -0.4484 1.1112 -1.1659 0.5277 -0.6646 -0.8179 -0.5086 0.3762 0.1341 0.2619 0.4029 0.3488 -1.4118 0.1702 0.4242 0.4740 -0.3448 -0.3774 0.5414 0.0760 0.3520 0.4660 -0.8891 1.0123 -0.4201 -0.6523 0.3006 0.3757 0.3575 -0.9655 0.9495 -0.3806 -0.5627 0.2883 0.3631 0.3167 -0.2292 1.0107 -0.5542 -0.5433 0.0468 0.2976 -0.0170 -0.3832 1.2640 -0.6288 -0.6305 0.3904 0.2456 0.0043 -0.6849 0.8995 -0.5090 -0.5519 0.3044 0.2249 0.3128 -0.9217 1.2086 -0.6385 -0.1927 0.3471 0.2180 0.2311 -0.7320 0.8792 -0.5311 -0.5302 0.3494 0.2730 0.2950 -0.6512 0.9868 -0.5424 -0.5854 0.3092 0.1436 0.3300 -0.7255 0.8725 -0.5628 -0.5023 0.2822 0.2923 0.2859 -0.4645 0.9108 -0.5716 -0.4813



Computed, not measured: a 6-piece molecular cluster, C25H64N5O11 overall at a distorted geometry, with ωB97M-V/def2-TZVPD.

## Properties
HOMO energy: -5.078 eV
Charge: -1
Energy relative to the best compared isomer or geometry (same formula, charge and spin): 20.80 kcal per mole
HOMO-LUMO gap: 7.62 eV

Geometry as XYZ:
```
105
C25H64N5O11 (ωB97M-V/def2-TZVPD)
N 0.4653 0.6500 -0.7173
O 1.3152 -0.2567 -0.7521
O 0.7593 1.8554 -0.5842
O -0.7158 0.3071 -0.6142
C 0.0408 1.6206 -6.4175
C -0.0839 1.8419 -4.8523
C -0.3744 0.5421 -4.0154
O 1.0575 2.4010 -4.2177
H 0.0249 2.5890 -6.9175
H -0.8130 1.0541 -6.7892
H 0.9967 1.1061 -6.5167
H -0.8524 2.5872 -4.6474
H -0.7067 0.8976 -3.0400
H 0.4964 -0.1135 -4.0062
H -1.1733 0.0376 -4.5587
H 1.0329 3.3386 -4.4224
C 0.1205 4.0007 4.3949
O 0.1530 3.2112 3.1737
C -0.5148 1.9586 3.2673
C -1.9764 1.9017 2.7891
N -2.0188 2.1314 1.3405
C -3.4373 2.3534 0.9171
C -3.4867 2.7451 -0.5225
O -2.9668 4.0314 -0.6931
C -3.3385 4.5401 -1.9598
H -0.9255 4.0069 4.7012
H 0.3853 5.0136 4.0914
H 0.7043 3.7293 5.2745
H -0.3544 1.4544 4.2203
H 0.0934 1.2920 2.6558
H -2.5501 2.6243 3.3694
H -2.2697 0.8769 3.0168
H -1.3861 1.5617 0.7972
H -3.9263 3.1334 1.5006
H -3.9466 1.3939 1.0076
H -4.5254 2.7479 -0.8530
H -2.9701 2.0310 -1.1638
H -3.0674 5.5958 -1.9584
H -4.4241 4.5679 -2.0541
H -2.9255 3.9572 -2.7830
C -1.5687 -5.4673 3.9680
O -2.5197 -4.4055 3.6788
C -2.3690 -3.0742 4.2561
C -0.9515 -2.5632 4.1633
N -0.4647 -2.1705 2.8985
C 0.9769 -1.7005 2.7068
C 1.9619 -2.8035 3.1091
O 3.3168 -2.5230 2.8405
C 3.8645 -1.4657 3.5904
H -0.9466 -5.7094 3.1064
H -2.0792 -6.4135 4.1478
H -0.9653 -5.3450 4.8675
H -2.4150 -3.2299 5.3339
H -3.1604 -2.4000 3.9284
H -0.2864 -3.2732 4.6549
H -1.0329 -1.7249 4.8552
H -0.5930 -2.8737 2.1849
H 1.1046 -0.7288 3.1838
H 1.1255 -1.6350 1.6289
H 1.5531 -3.6476 2.5536
H 1.7667 -3.0048 4.1624
H 3.2268 -0.5835 3.5332
H 4.9274 -1.3614 3.3727
H 3.7959 -1.7653 4.6362
C 4.3547 1.6110 -5.7626
O 4.4208 1.0800 -4.4604
C 3.9351 -0.2318 -4.3801
C 4.3120 -0.8416 -3.0783
N 4.0586 -0.0466 -1.8969
C 5.0916 -0.3238 -0.8915
C 4.9324 0.3925 0.3937
O 5.1359 1.7490 0.1392
C 5.1974 2.4598 1.3613
H 4.6748 2.6507 -5.8314
H 3.3514 1.5048 -6.1752
H 4.9989 1.0437 -6.4344
H 4.2169 -0.8219 -5.2521
H 2.8622 -0.0447 -4.4252
H 5.3645 -1.0599 -3.2596
H 3.8683 -1.8368 -3.0523
H 3.1792 -0.2768 -1.4568
H 6.0991 -0.2028 -1.2895
H 5.0208 -1.3856 -0.6556
H 5.7483 0.0844 1.0475
H 3.9958 0.1372 0.8894
H 4.2965 2.2930 1.9518
H 5.4483 3.5039 1.1745
H 6.1133 2.1964 1.8905
C -3.6338 -3.4252 -1.4673
C -3.1216 -2.0997 -0.7897
C -4.2069 -1.3856 0.0621
O -5.2148 -0.7522 -0.7535
C -6.4936 -1.2900 -0.6637
N -2.0103 -2.5480 0.0268
H -3.9894 -4.0371 -0.6383
H -2.8102 -4.0211 -1.8605
H -4.4097 -3.3352 -2.2275
H -2.6334 -1.4641 -1.5285
H -3.7417 -0.6163 0.6785
H -4.6120 -2.0535 0.8223
H -6.9828 -0.7641 -1.4836
H -6.8683 -0.8823 0.2752
H -6.4866 -2.3795 -0.6323
H -1.4201 -1.7509 -0.1640
H -2.2246 -2.2779 0.9762
```

Results of the Mulliken charge analysis, in e, for atoms 1 through 99: 0.7089 -0.9084 -0.7189 -0.1504 -1.2985 0.4617 -0.6184 -0.4737 0.3585 0.3770 0.1783 0.2827 -0.2186 0.1364 0.4419 0.2691 -0.8164 -0.2822 -0.1521 -0.1543 0.0514 -0.5489 -0.2997 -0.3308 -0.7389 0.3066 0.2552 0.2837 0.4938 -0.2776 0.3563 -0.0468 0.0277 0.3412 0.1208 0.4971 0.0739 0.2809 0.3590 0.1764 -0.7924 -0.3973 -0.6498 -0.5995 0.4711 -0.6427 -0.5441 -0.3761 -0.6815 0.2621 0.3153 0.3270 0.4606 0.3209 0.2839 0.1070 0.2440 0.3548 0.0832 0.2298 0.4481 0.2049 0.2329 0.3769 -0.6297 -0.2303 0.1229 -0.8734 0.1825 -0.9809 -0.0513 -0.3556 -0.7605 0.2369 0.0918 0.3669 0.4442 -0.3399 0.4643 0.4082 -0.0149 0.4525 0.3758 0.3475 0.1297 0.2375 0.2940 0.3149 -1.8045 1.1003 -0.3835 -0.3012 -0.8586 -0.7817 0.3348 0.4232 0.3351 0.1693 0.0193



Computed, not measured: a 7-piece molecular cluster, C25H65BrO10PS overall, with ωB97M-V/def2-TZVPD.

## Properties
HOMO energy: -10.865 eV
Charge: +1
HOMO-LUMO gap: 7.35 eV

Geometry as XYZ:
```
103
C25H65BrO10PS (ωB97M-V/def2-TZVPD)
C -0.7425 -1.8828 4.1124
O -2.0507 -2.0703 3.6093
C -2.2948 -3.3973 3.1617
C -2.2150 -3.6289 1.6383
C -2.5786 -2.4659 0.7232
C -2.0677 -2.7507 -0.6916
C -0.5866 -2.3976 -0.9170
C -0.4140 -1.0662 -1.6826
C -0.0922 -1.3453 -3.1581
C 0.7338 -0.2985 -3.8993
P 2.4787 -0.2028 -3.4645
S 2.8425 0.7149 -1.6589
Br 3.3801 -2.1727 -3.4040
C 3.3424 0.7063 -4.8444
O 4.3818 1.5194 -4.3961
C 4.0264 2.8949 -4.1561
O 4.2689 3.6661 -5.2695
C 5.5556 4.2844 -5.2993
C 6.6808 3.3219 -5.6953
O 7.7721 4.0512 -6.2345
H -0.7278 -0.9498 4.6704
H -0.0115 -1.8073 3.3025
H -0.4594 -2.6832 4.7974
H -1.5510 -4.0494 3.6176
H -3.2796 -3.7039 3.4870
H -2.9442 -4.4112 1.4346
H -1.2168 -3.9973 1.3986
H -2.2625 -1.4908 1.0919
H -3.6671 -2.4208 0.6610
H -2.1881 -3.8257 -0.8336
H -2.6999 -2.2655 -1.4345
H -0.1551 -3.2061 -1.5037
H -0.0936 -2.3687 0.0527
H 0.3132 -0.4310 -1.1851
H -1.3756 -0.5608 -1.6351
H 0.3636 -2.3289 -3.2359
H -1.0412 -1.3968 -3.6907
H 0.3398 0.7171 -3.8349
H 0.7301 -0.5694 -4.9598
H 2.2960 1.9073 -1.9697
H 3.7806 -0.0436 -5.5028
H 2.6069 1.2679 -5.4264
H 4.5863 3.2289 -3.2829
H 2.9592 2.9422 -3.9189
H 5.7957 4.7640 -4.3502
H 5.5024 5.0627 -6.0568
H 6.2925 2.5987 -6.4131
H 7.0831 2.8187 -4.8196
H 7.5425 4.3552 -7.1207
C -0.5871 2.2992 6.1735
C -0.6882 2.7361 4.7255
O -0.6412 1.6211 3.8325
H 0.3392 1.7480 6.3405
H -0.6088 3.1589 6.8447
H -1.4180 1.6414 6.4352
H 0.1493 3.3813 4.4644
H -1.6173 3.2927 4.5620
H -1.3834 1.0522 4.0632
C -2.3238 2.7275 -4.4834
C -3.0504 1.3939 -4.5022
O -3.1559 0.8263 -3.1968
H -1.3239 2.6138 -4.0581
H -2.2322 3.1405 -5.4885
H -2.8590 3.4498 -3.8642
H -2.5066 0.6698 -5.1088
H -4.0489 1.5122 -4.9318
H -3.6479 1.4459 -2.6485
C 7.7107 -3.9975 -3.1900
C 6.8156 -5.1899 -2.9120
O 5.4488 -4.8000 -2.7384
H 7.6447 -3.2749 -2.3761
H 8.7504 -4.3050 -3.3003
H 7.4047 -3.4899 -4.1090
H 7.1096 -5.6835 -1.9889
H 6.8835 -5.9188 -3.7245
H 5.1724 -4.3870 -3.5613
C -0.9395 6.2473 -1.2630
C -0.4627 5.0141 -2.0055
O 0.3666 4.1834 -1.1876
H -0.0890 6.8297 -0.9095
H -1.5524 6.8785 -1.9067
H -1.5330 5.9684 -0.3904
H 0.1417 5.2986 -2.8656
H -1.3166 4.4308 -2.3666
H -0.1532 3.9076 -0.4247
C -3.7101 2.8413 9.9832
C -3.8128 3.2293 8.5201
O -3.7801 2.0889 7.6625
H -2.7917 2.2825 10.1639
H -3.7154 3.7231 10.6247
H -4.5467 2.2016 10.2725
H -2.9685 3.8531 8.2309
H -4.7318 3.7960 8.3383
H -4.5270 1.5273 7.8911
C -6.3542 -6.6543 3.9748
C -4.8959 -6.3614 4.2748
O -4.6974 -5.0088 4.6875
H -6.7240 -5.9846 3.1981
H -6.4874 -7.6842 3.6421
H -6.9696 -6.4986 4.8634
H -4.2871 -6.5016 3.3826
H -4.5230 -7.0373 5.0508
H -5.2149 -4.8672 5.4864
```

Results of the Mulliken charge analysis, in e, for atoms 1 through 99: -0.4442 -0.3770 -0.3759 -0.6700 -0.5304 -0.9913 -0.7565 -0.2519 -1.0239 -0.2618 0.9499 -0.1366 -0.1134 -0.7241 -0.4175 -0.3845 -0.4253 -0.3423 -0.3390 -0.5382 0.0598 0.1915 0.3526 0.4511 0.0301 0.2796 0.3606 0.2874 0.3684 0.4610 0.4852 0.4324 0.3104 0.2786 0.2698 0.5169 0.2783 -0.2101 0.5131 0.1750 0.5768 0.4309 0.3077 0.4327 0.2958 0.3623 0.2690 0.2377 0.3244 -0.9556 -0.2272 -0.4314 0.2864 0.3493 0.2177 0.2837 0.2542 0.2014 -0.8645 -0.3624 -0.4169 0.0573 0.3647 0.3660 0.2881 0.3330 0.2754 -0.9722 -0.2320 -0.4961 0.2528 0.3450 0.2863 0.2853 0.2786 0.2023 -1.1767 0.1134 -0.4867 0.2971 0.3605 0.3334 0.3001 0.0031 0.2813 -1.0298 -0.2088 -0.4763 0.2711 0.3242 0.3227 0.2542 0.2839 0.2724 -1.0698 -0.1753 -0.4832 0.2865 0.3289